(1)
The following is a quantum chemistry calculation of a gas-phase ion, C9H9N6 (charge -1) in a non-equilibrium geometry, from the OMol25 dataset.

## Properties
- Total charge: -1
- HOMO energy: -5.082 eV
- LUMO energy: 0.12510 Eh
- ΔE to the lowest compared entry with this formula, charge and spin: 56.6 kcal/mol
- HOMO-LUMO gap: 8.486 eV

Atoms and positions in Å:
C1 -0.7330 1.2701 3.0768
C2 -0.0532 0.7804 1.9317
C3 -0.7703 -0.2387 1.4831
C4 0.0459 -1.6913 -1.0633
C5 1.2144 1.2101 1.2124
C6 1.0231 0.6153 -0.2319
C7 -0.1518 0.9005 -1.1482
C8 0.0384 -0.4010 -0.4718
C9 0.0339 0.9332 -2.6094
N1 0.0333 -1.9938 -2.3957
N2 -1.7601 0.4736 3.3517
N3 0.3694 -2.7743 -0.3132
N4 0.3373 -3.3180 -2.4254
N5 0.5652 -3.7634 -1.2492
N6 -1.7646 -0.4057 2.3102
H1 -0.4435 2.0221 3.8585
H2 1.2866 2.2822 1.0672
H3 2.0151 0.6702 1.6143
H4 2.0179 0.4128 -0.6836
H5 -0.9729 1.4282 -0.8170
H6 -0.3446 0.0367 -3.0820
H7 1.0713 0.8045 -2.9247
H8 -0.5607 1.8044 -2.9659
H9 -2.4972 -1.0582 2.4754

Taken from the Löwdin analysis, the atomic charges in e are:
1. C -0.1437
2. C -0.2631
3. C -0.0335
4. C -0.4290
5. C -0.0677
6. C -0.1901
7. C -0.2410
8. C -0.1161
9. C -0.0853
10. N -0.0049
11. N -0.0031
12. N 0.0020
13. N -0.1598
14. N -0.1533
15. N -0.0209
16. H 0.1046
17. H 0.1076
18. H 0.0874
19. H 0.1572
20. H 0.1152
21. H 0.0375
22. H 0.0834
23. H 0.0836
24. H 0.1330

---

(2)
The following is a quantum chemistry calculation of a single C9H9NO molecule in a non-equilibrium geometry, from the OMol25 dataset.

## Properties
- SMILES: N#C/C1=C\C=C/C(=O)CCC1
- Total charge: 0
- HOMO energy: -9.329 eV
- LUMO energy: -0.00770 Eh
- ΔE to the lowest compared entry with this formula, charge and spin: 96.3 kcal/mol
- HOMO-LUMO gap: 9.119 eV

Atoms and positions in Å:
C1 -1.0635 0.0350 -2.1225
C2 -0.3017 2.2909 -0.4133
C3 0.6459 1.2980 -0.8196
C4 -1.5557 0.6251 0.7592
C5 -0.4070 -0.4107 1.0359
C6 -0.0986 -1.4291 -0.1119
C7 0.8689 -1.1076 -1.3515
C8 -1.2998 2.1102 0.4751
C9 0.2582 0.2388 -1.6532
N1 -2.0885 -0.0249 -2.6383
O1 -2.6663 0.2380 0.8443
H1 -0.1164 3.3509 -0.8418
H2 1.7114 1.5002 -0.5377
H3 0.4822 -0.0156 1.3357
H4 -0.7699 -0.9922 1.8301
H5 0.3757 -2.2688 0.3753
H6 -1.0395 -1.7786 -0.5079
H7 1.8698 -0.9256 -1.0575
H8 0.6847 -2.0231 -2.0483
H9 -1.8573 2.9823 0.8326

Taken from the Löwdin analysis, the atomic charges in e are:
1. C -0.2258
2. C -0.1232
3. C -0.0667
4. C -0.3934
5. C -0.0818
6. C -0.1625
7. C -0.1092
8. C 0.0252
9. C -0.2276
10. N 0.2099
11. O 0.1177
12. H 0.1407
13. H 0.1452
14. H 0.0805
15. H 0.1029
16. H 0.1011
17. H 0.1031
18. H 0.0915
19. H 0.1548
20. H 0.1176

---

(3)
The following is a quantum chemistry calculation of a molecular structure, C9H9NO in a non-equilibrium geometry, from the OMol25 dataset.

## Properties
- Total charge: 0
- HOMO energy: -9.316 eV
- LUMO energy: 0.01135 Eh
- ΔE to the lowest compared entry with this formula, charge and spin: 171.4 kcal/mol
- HOMO-LUMO gap: 9.624 eV

Atoms and positions in Å:
C1 -4.6754 0.3218 -0.2039
C2 -1.9454 -0.3965 -0.4276
C3 -0.8798 0.0526 0.8205
C4 0.4992 0.1623 0.3424
C5 1.1993 1.3990 0.1789
C6 2.4464 1.3371 -0.3802
C7 3.1863 0.0723 -0.4484
C8 2.4633 -0.9988 -0.2448
C9 1.0925 -1.0698 0.2282
H1 -1.9390 -1.7938 -0.3206
H2 -1.1961 0.0467 -1.5339
H3 -1.4697 0.9485 1.4235
H4 -0.8263 -0.9377 1.4616
H5 0.6224 2.0607 0.9912
H6 2.9828 2.2618 -0.5345
H7 4.2684 0.0549 -1.0007
H8 2.9482 -1.9850 -0.2847
H9 0.4232 -1.9780 0.4222
N1 -3.3163 0.3031 -0.2736
O1 -5.8839 0.1386 -0.2156

Taken from the Löwdin analysis, the atomic charges in e are:
1. C -0.1865
2. C -0.1840
3. C -0.2178
4. C -0.3728
5. C -0.0529
6. C -0.0839
7. C -0.1070
8. C -0.1371
9. C -0.0339
10. H 0.1806
11. H 0.1960
12. H 0.1529
13. H 0.1086
14. H 0.1623
15. H 0.0886
16. H 0.1607
17. H 0.1052
18. H 0.1287
19. N 0.0044
20. O 0.0880

---

(4)
The following is a quantum chemistry calculation of a single C9H9NO2 molecule in a non-equilibrium geometry, from the OMol25 dataset.

## Properties
- SMILES: C=C1C=CC=C[C@@]12CC=[N+]([O-])O2
- Total charge: 0
- HOMO energy: -8.501 eV
- LUMO energy: -0.00517 Eh
- ΔE to the lowest compared entry with this formula, charge and spin: 147.9 kcal/mol
- HOMO-LUMO gap: 8.361 eV

Atoms and positions in Å:
C1 -1.9067 -1.6007 0.4752
C2 -2.2784 -0.4231 1.2102
C3 -0.8004 -1.6416 -0.2651
C4 -1.5859 0.6991 1.2245
C5 0.1883 -0.5142 -0.1347
C6 -0.4394 0.8857 0.3688
C7 0.9960 -0.1935 -1.4302
C8 -0.0002 2.1323 0.0735
C9 2.2807 0.3013 -0.8592
N1 2.4903 -0.2422 0.3239
O1 3.3776 -0.4289 1.0826
O2 1.2357 -0.8343 0.7264
H1 -2.6490 -2.3776 0.4474
H2 -3.2772 -0.4115 1.6336
H3 -0.5469 -2.4477 -0.9621
H4 -1.7961 1.6094 1.8018
H5 1.2102 -1.0919 -2.0056
H6 0.4183 0.5429 -1.9526
H7 0.6127 2.4674 -0.7090
H8 -0.6887 2.9724 0.4327
H9 3.1593 0.5967 -1.4820

Taken from the Löwdin analysis, the atomic charges in e are:
1. C -0.0708
2. C -0.0880
3. C 0.0093
4. C -0.0730
5. C -0.3853
6. C -0.1801
7. C -0.0859
8. C 0.0869
9. C -0.0345
10. N -0.2653
11. O 0.0801
12. O 0.0395
13. H 0.1038
14. H 0.1075
15. H 0.1213
16. H 0.1196
17. H 0.1210
18. H 0.1076
19. H 0.0428
20. H 0.0950
21. H 0.1486

---

(5)
The following is a quantum chemistry calculation of a single C9H9NO3 molecule in a non-equilibrium geometry, from the OMol25 dataset.

## Properties
- SMILES: C=Cc1ccccc1/C(O)=[N+](/[O-])O
- Total charge: 0
- HOMO energy: -8.670 eV
- LUMO energy: 0.02504 Eh
- ΔE to the lowest compared entry with this formula, charge and spin: 92.9 kcal/mol
- HOMO-LUMO gap: 9.351 eV

Atoms and positions in Å:
C1 -2.5775 0.7892 -0.6547
C2 -1.8083 1.9664 -0.4897
C3 -1.9937 -0.4014 -0.3502
C4 -0.5092 1.8891 -0.1539
C5 -0.6547 -0.4884 -0.0456
C6 0.0966 0.6404 0.0515
C7 -0.0899 -1.7741 0.3221
C8 -0.2923 -2.2620 1.5381
C9 1.5118 0.7023 0.3682
N1 2.3299 0.0895 -0.4450
O1 3.5385 -0.1233 -0.3445
O2 1.7822 -0.0450 -1.8591
O3 1.9973 0.9913 1.6447
H1 -3.5025 0.9372 -1.0401
H2 -2.4271 2.7682 -0.7897
H3 -2.4932 -1.3369 -0.4917
H4 0.0515 2.7948 -0.1772
H5 0.3260 -2.5205 -0.4224
H6 2.5676 -0.3159 -2.3605
H7 -0.7769 -1.6448 2.2744
H8 -0.0834 -3.3829 1.8681
H9 3.0070 0.7266 1.5571

Taken from the Löwdin analysis, the atomic charges in e are:
1. C -0.0392
2. C -0.0592
3. C -0.0197
4. C -0.0085
5. C -0.2227
6. C -0.1309
7. C -0.1496
8. C 0.0183
9. C -0.2328
10. N -0.2209
11. O -0.0268
12. O 0.0391
13. O 0.0754
14. H 0.0737
15. H 0.0961
16. H 0.1181
17. H 0.1201
18. H 0.1348
19. H 0.1009
20. H 0.0610
21. H 0.1062
22. H 0.1666

---

(6)
The following is a quantum chemistry calculation of a single C9H9NO3 molecule in a non-equilibrium geometry, from the OMol25 dataset.

## Properties
- SMILES: COCn1oc(=O)c2ccccc21
- Total charge: 0
- HOMO energy: -8.883 eV
- LUMO energy: -0.00922 Eh
- ΔE to the lowest compared entry with this formula, charge and spin: 68.6 kcal/mol
- HOMO-LUMO gap: 8.633 eV

Atoms and positions in Å:
C1 3.5430 0.1416 -0.4554
C2 1.6196 -0.3716 0.7649
C3 -0.5476 1.9566 -0.0549
C4 -1.3123 0.7909 -0.0909
C5 -2.6439 0.7963 0.2069
C6 -3.3198 -0.4379 0.0321
C7 -2.5257 -1.6081 -0.2572
C8 -1.1117 -1.6053 -0.3750
C9 -0.5091 -0.3753 -0.3373
H1 4.3346 -0.3914 -1.1834
H2 2.5918 0.6454 -0.9971
H3 4.0593 0.8494 0.2039
H4 1.8031 0.7425 1.1861
H5 1.0304 -1.1262 1.4167
H6 -3.0351 1.7716 0.5857
H7 -4.2956 -0.5596 0.3262
H8 -3.0195 -2.5911 -0.0943
H9 -0.4215 -2.4509 -0.4767
N1 0.7415 0.1133 -0.4001
O1 2.9642 -0.9396 0.3939
O2 0.7766 1.4957 -0.4372
O3 -0.7222 3.1538 0.0431

Taken from the Löwdin analysis, the atomic charges in e are:
1. C -0.0872
2. C -0.0853
3. C -0.3546
4. C -0.1244
5. C 0.0191
6. C -0.0401
7. C -0.0343
8. C -0.0068
9. C -0.2027
10. H 0.1244
11. H 0.1066
12. H 0.0709
13. H 0.1751
14. H 0.1589
15. H 0.1468
16. H 0.0661
17. H 0.1142
18. H 0.1257
19. N -0.0993
20. O -0.2088
21. O 0.0049
22. O 0.1308

---

(7)
The following is a quantum chemistry calculation of a molecular structure, C9H9NO6Ti in a non-equilibrium geometry, from the OMol25 dataset.

## Properties
- Total charge: +3
- HOMO energy (spin up / spin down): -21.237 / -21.318 eV
- ⟨S²⟩: 0.763
- LUMO energy (spin up / spin down): -0.57700 / -0.56521 Eh
- HOMO-LUMO gap (spin up / spin down): 5.536 / 5.938 eV
- Spin multiplicity: 2

Atoms and positions in Å:
O1 2.8685 -2.8310 1.7786
C1 2.5792 -2.2608 0.8420
Ti1 1.4940 -0.5763 -1.3289
O2 3.9352 -2.2295 -2.9214
C2 3.1178 -1.7028 -2.2870
C3 0.9751 0.3831 -2.8104
O3 0.6105 1.0279 -3.7221
C4 3.0672 0.6860 -0.5747
O4 3.8309 1.4993 -0.2525
C5 0.4052 -2.4231 -1.5673
O5 -0.2708 -3.3379 -1.7976
C6 -2.7313 1.3245 1.5950
N1 -1.3228 0.9424 1.3745
C7 -0.3439 1.2915 2.3878
C8 -0.9054 0.3191 0.2876
C9 -1.8389 -0.0694 -0.8161
O6 0.3643 0.0459 0.2049
H1 -2.7794 1.8371 2.5650
H2 -3.3853 0.4321 1.6153
H3 -3.0881 2.0053 0.7987
H4 0.1307 0.4008 2.7939
H5 0.4212 1.9511 1.9831
H6 -0.8808 1.8038 3.1757
H7 -1.5015 0.3490 -1.7886
H8 -1.8904 -1.1740 -0.9178
H9 -2.8612 0.3058 -0.6177

Taken from the Löwdin analysis, the atomic charges in e are:
1. O 0.2025
2. C 0.0878
3. Ti 0.7812
4. O 0.2944
5. C 0.0483
6. C -0.0414
7. O 0.3197
8. C 0.0652
9. O 0.2825
10. C 0.0497
11. O 0.2787
12. C 0.0451
13. N -0.0601
14. C 0.0381
15. C -0.3746
16. C 0.0556
17. O -0.1368
18. H 0.1183
19. H 0.1336
20. H 0.1318
21. H 0.1214
22. H 0.1178
23. H 0.1143
24. H 0.1026
25. H 0.1113
26. H 0.1131

---

(8)
The following is a quantum chemistry calculation of a gas-phase ion, C9H9O (charge +1) in a non-equilibrium geometry, from the OMol25 dataset.

## Properties
- Total charge: +1
- HOMO energy: -13.636 eV
- LUMO energy: -0.19827 Eh
- ΔE to the lowest compared entry with this formula, charge and spin: 16.4 kcal/mol
- HOMO-LUMO gap: 8.240 eV

Atoms and positions in Å:
C1 -2.2830 0.5491 -0.1868
C2 -2.4121 -0.7999 0.1156
C3 -1.1098 1.1814 -0.3462
C4 -1.2588 -1.5826 0.1948
C5 1.6119 0.6424 -0.3491
C6 0.0938 0.4677 -0.0341
C7 0.0089 -0.9089 0.2046
C8 1.0534 1.3560 0.8703
C9 2.2570 -0.8227 -0.3192
O1 1.1083 -1.6695 0.0189
H1 -3.2752 1.1347 -0.4378
H2 -3.3941 -1.3059 0.1228
H3 -0.9094 2.2075 -0.6344
H4 -1.3048 -2.7266 0.1382
H5 1.9012 1.0550 -1.3320
H6 0.9849 2.4560 0.8678
H7 1.2893 0.9243 1.8531
H8 2.6245 -1.2811 -1.1657
H9 3.0139 -0.8769 0.4192

Taken from the Löwdin analysis, the atomic charges in e are:
1. C -0.0646
2. C 0.0009
3. C 0.0292
4. C 0.0621
5. C -0.0541
6. C -0.2712
7. C -0.1556
8. C 0.0879
9. C 0.0020
10. O 0.0508
11. H 0.1707
12. H 0.1425
13. H 0.1456
14. H 0.1656
15. H 0.1643
16. H 0.1414
17. H 0.1430
18. H 0.1134
19. H 0.1262

---

(9)
The following is a quantum chemistry calculation of a gas-phase ion, C9H9OS (charge +1) in a non-equilibrium geometry, from the OMol25 dataset.

## Properties
- Total charge: +1
- HOMO energy: -13.579 eV
- LUMO energy: -0.17674 Eh
- ΔE to the lowest compared entry with this formula, charge and spin: 56.5 kcal/mol
- HOMO-LUMO gap: 8.769 eV

Atoms and positions in Å:
C1 -1.8054 -0.9717 -1.8491
C2 -1.4285 0.3526 -1.9730
C3 -1.2324 -1.7230 -0.8275
C4 -0.4942 0.9786 -1.1061
C5 -0.1409 -1.2072 -0.0217
C6 0.1653 0.1021 -0.2632
C7 0.6916 -1.7287 1.0657
C8 1.5893 -0.9662 1.6957
C9 0.4346 1.9855 1.3739
O1 2.9974 0.9881 0.3315
S1 1.6443 0.6695 0.8131
H1 -2.4193 -1.2774 -2.5769
H2 -1.9006 0.9841 -2.7394
H3 -1.4510 -2.7518 -0.8261
H4 -0.3537 2.0190 -1.1907
H5 0.6190 -2.8065 1.3409
H6 2.3160 -1.0892 2.5198
H7 0.9523 2.7262 1.9565
H8 -0.2336 1.3658 1.8598
H9 0.0495 2.3500 0.4168

Taken from the Löwdin analysis, the atomic charges in e are:
1. C -0.0226
2. C -0.0117
3. C 0.0553
4. C -0.0360
5. C -0.1777
6. C -0.2515
7. C -0.0497
8. C -0.0911
9. C -0.0617
10. O -0.3129
11. S 1.0672
12. H 0.0839
13. H 0.1332
14. H 0.1094
15. H 0.1033
16. H 0.1551
17. H 0.1213
18. H 0.0819
19. H 0.0599
20. H 0.0444

---

(10)
The following is a quantum chemistry calculation of a molecular structure, CAgF3MgNO3S3 in a non-equilibrium geometry, from the OMol25 dataset.

## Properties
- Total charge: 0
- HOMO energy (spin up / spin down): -8.166 / -8.139 eV
- ⟨S²⟩: 0.754
- LUMO energy (spin up / spin down): -0.06337 / -0.08319 Eh
- ΔE to the lowest compared entry with this formula, charge and spin: 0.0 kcal/mol
- HOMO-LUMO gap (spin up / spin down): 6.442 / 5.875 eV
- Spin multiplicity: 2

Atoms and positions in Å:
Mg1 -0.1420 2.6063 0.0143
N1 -0.5751 -0.4743 1.0432
S1 0.4799 0.3904 2.1189
O1 -0.2386 1.8736 1.9032
S2 -0.0914 -0.4121 -0.4964
O2 0.6316 0.8817 -0.8028
O3 -1.2892 -0.6986 -1.5074
C1 1.2586 -1.6816 -0.7409
F1 2.2818 -1.4576 0.0600
F2 0.7531 -2.8773 -0.4974
F3 1.6580 -1.6178 -1.9996
Ag1 -2.1299 1.1151 1.5104
S3 -2.5969 2.3523 -0.6054

Taken from the Löwdin analysis, the atomic charges in e are:
1. Mg 0.7017
2. N -0.6290
3. S 0.7233
4. O -0.9336
5. S 0.6661
6. O -0.4808
7. O -0.3676
8. C -0.7180
9. F 0.1523
10. F 0.1593
11. F 0.1576
12. Ag 0.5139
13. S 0.0549

---

(11)
The following is a quantum chemistry calculation of a molecular structure, CAlF3O3S in a non-equilibrium geometry, from the OMol25 dataset.

## Properties
- Total charge: +2
- HOMO energy: -20.317 eV
- LUMO energy: -0.59734 Eh
- ΔE to the lowest compared entry with this formula, charge and spin: 13.8 kcal/mol
- HOMO-LUMO gap: 4.063 eV

Atoms and positions in Å:
Al1 0.6084 -5.2127 -1.5882
C1 0.3756 1.4857 0.0664
F1 -0.4277 2.3171 -0.6343
F2 1.5332 1.2892 -0.5314
F3 0.5876 2.0716 1.2374
S1 -0.5376 -0.1817 0.3261
O1 -0.8980 -0.7211 -0.9780
O2 0.4433 -1.1143 0.9037
O3 -1.6847 0.0662 1.1982

Taken from the Löwdin analysis, the atomic charges in e are:
1. Al 1.0042
2. C -0.5828
3. F 0.2046
4. F 0.2345
5. F 0.2255
6. S 0.7153
7. O 0.0591
8. O 0.0599
9. O 0.0797

---

(12)
The following is a quantum chemistry calculation of a single CBr2FNO2 molecule in a non-equilibrium geometry, from the OMol25 dataset.

## Properties
- Total charge: 0
- HOMO energy (spin up / spin down): -9.980 / -9.528 eV
- LUMO energy (spin up / spin down): -0.09585 / -0.10372 Eh
- ΔE to the lowest compared entry with this formula, charge and spin: 69.2 kcal/mol
- HOMO-LUMO gap (spin up / spin down): 7.372 / 6.705 eV

Atoms and positions in Å:
C1 -0.3891 -0.5654 -0.0083
N1 -0.5616 0.6175 0.6098
O1 -1.5443 1.3233 0.3667
O2 0.2028 0.8935 1.5709
F1 -1.4120 -1.0349 -0.7006
Br1 1.0801 -1.4967 0.4044
Br2 2.8177 -1.2417 -1.1483

Taken from the Löwdin analysis, the atomic charges in e are:
1. C -0.6932
2. N -0.4298
3. O 0.0897
4. O -0.0241
5. F 0.0882
6. Br 0.8715
7. Br 0.0977

---

Calculated calculated total energy (eV), listed in the same order as above: -18415.7039 -13013.0086 -13009.7517 -15058.2433 -17106.3337 -17107.3903 -46335.4107 -11516.8749 -22351.0839 -58769.8313 -32736.9361 -149417.5756